No. 1
ORCA calculation (ωB97M-V/def2-TZVPD) on a structure of composition C21H45LuN2P3S2.

Each line ends with the Löwdin charge.
Cartesian coordinates (Å):
Lu1 -0.1069 0.3628 -0.0012  1.033
P1 -0.9631 -0.2207 2.5144  0.669
P2 1.9200 -1.5893 0.2985  0.691
P3 -1.7652 -1.7916 -0.4058  0.671
H1 0.0624 3.0083 -1.3135  0.063
C1 -0.9571 2.5879 -1.3365  -0.113
C2 -1.7495 2.5288 -0.1910  -0.105
H2 -1.5246 3.1569 0.6885  0.086
C3 -0.4227 0.8497 3.9052  -0.280
C4 -0.6446 -1.8304 3.3343  -0.237
C5 -2.7635 -0.0917 2.8158  -0.245
C6 2.8973 -1.6360 -1.2541  -0.256
C7 3.2929 -1.3613 1.4947  -0.253
C8 1.6433 -3.3816 0.5722  -0.247
C9 -3.4474 -1.1337 -0.7371  -0.280
C10 -2.2036 -3.2953 0.5440  -0.238
C11 -1.1663 -2.5392 -1.9748  -0.292
H3 -1.3784 2.5571 -2.3658  0.073
H4 -2.7729 2.1277 -0.1623  0.078
H5 -0.4523 1.9025 3.6048  0.031
H6 0.5979 0.5916 4.2021  0.042
H7 -1.1104 0.6805 4.7419  0.067
H8 0.4332 -1.9653 3.4780  0.045
H9 -1.0297 -2.6684 2.7478  0.018
H10 -1.1499 -1.8071 4.3090  0.078
H11 -3.1111 0.9002 2.5134  0.056
H12 -2.9125 -0.2205 3.8969  0.070
H13 -3.3271 -0.8527 2.2680  0.026
H14 3.6432 -2.4412 -1.1719  0.073
H15 3.3981 -0.6692 -1.3972  0.051
H16 2.2275 -1.8234 -2.1042  0.044
H17 4.0153 -2.1745 1.3187  0.073
H18 2.8993 -1.4295 2.5163  0.050
H19 3.7763 -0.3836 1.3628  0.015
H20 2.6358 -3.8605 0.5822  0.072
H21 1.0286 -3.8111 -0.2279  0.034
H22 1.1465 -3.5371 1.5390  0.042
H23 -3.9583 -1.8389 -1.4106  0.074
H24 -3.4017 -0.1374 -1.2065  -0.015
H25 -3.9932 -1.0434 0.2124  0.044
H26 -2.8620 -3.8992 -0.1005  0.083
H27 -2.7375 -3.0340 1.4681  0.047
H28 -1.3005 -3.8680 0.7932  0.042
H29 -2.0428 -2.9679 -2.4855  0.069
H30 -0.4314 -3.3220 -1.7376  0.040
H31 -0.6821 -1.8141 -2.6506  -0.008
C12 -2.7889 0.7363 -5.2047  -0.589
C13 -2.3728 0.2312 -6.4464  -0.094
C14 -2.9268 0.7168 -7.6401  -0.053
C15 -3.9221 1.7017 -7.6440  -0.033
C16 -4.3169 2.2304 -6.4035  -0.058
C17 -3.7548 1.7716 -5.2081  -0.114
S1 -2.3349 0.0079 -3.6434  0.802
H32 -1.1007 0.4507 -3.1879  -0.142
H33 -1.6307 -0.5707 -6.4587  0.109
H34 -2.6076 0.3001 -8.5879  0.116
H35 -4.4206 2.0250 -8.5629  0.126
H36 -5.0934 2.9875 -6.3699  0.115
H37 -4.0717 2.1586 -4.2350  0.096
S2 1.3873 2.0719 1.2427  0.561
C18 2.8455 2.0128 2.2201  -0.680
N1 4.0686 1.8005 1.6525  0.008
C19 5.3120 2.2065 2.3420  -0.126
C20 5.1847 1.8550 3.8109  -0.151
C21 3.9482 2.4382 4.4306  -0.123
N2 2.7843 2.2319 3.5421  0.055
H38 4.0608 1.8803 0.6406  0.137
H39 5.4996 3.2830 2.2149  0.145
H40 6.1440 1.6738 1.8721  0.139
H41 6.0536 2.2407 4.3514  0.143
H42 5.1785 0.7643 3.9181  0.129
H43 4.0615 3.5123 4.6114  0.145
H44 3.7029 1.9697 5.3817  0.138
H45 1.8612 2.4980 3.8740  0.123

## Properties
- Strongest force on any atom: 0.0418 hartree/bohr
- Orbital gap: 5.34 eV
- Charge: +3

=====

No. 2
ORCA calculation (ωB97M-V/def2-TZVPD) on an isolated molecule of H4N3P.

Each line ends with the Löwdin charge.
Cartesian coordinates (Å):
N1 -0.2616 -0.1238 0.7015  -0.316
N2 2.4591 0.7844 0.0635  -0.313
N3 -1.1008 0.7680 0.2630  -0.064
P1 1.3595 -0.2699 0.1858  0.476
H1 -2.0560 0.8080 0.6003  0.099
H2 -0.8673 1.5501 -0.3690  0.108
H3 1.1268 -1.0135 -1.0464  -0.008
H4 1.5744 -1.5531 1.0310  0.018

## Properties
- Strongest force on any atom: 0.1012 hartree/bohr
- Orbital gap (alpha / beta): 9.34 / 7.04 eV

=====

No. 3
ORCA calculation (ωB97M-V/def2-TZVPD) on an isolated molecule of C22H30N4O4.

Each line ends with the Löwdin charge.
Cartesian coordinates (Å):
C1 -5.7714 -0.7006 1.3417  -0.049
C2 -4.5872 -1.3261 0.6705  -0.246
C3 -3.3898 -0.6394 0.5713  -0.039
C4 -2.2757 -1.1912 -0.0398  -0.022
C5 -2.3492 -2.4705 -0.5702  -0.257
C6 -3.5537 -3.1661 -0.4783  0.038
C7 -4.6666 -2.6150 0.1289  -0.230
C8 -5.9419 -3.3957 0.2074  -0.042
H1 -6.7483 -2.8621 -0.2944  0.084
H2 -5.8266 -4.3696 -0.2600  0.077
H3 -6.2384 -3.5408 1.2456  0.084
H4 -3.5944 -4.1577 -0.9019  0.124
O1 -1.3393 -3.1316 -1.2151  -0.041
C9 -0.0343 -2.6098 -1.1969  -0.172
C10 0.6544 -2.8253 0.1686  -0.147
N1 2.0420 -2.4633 0.1425  0.050
C11 2.5620 -1.2245 0.2723  -0.165
C12 1.7605 -0.1122 0.5541  0.041
C13 2.2646 1.1726 0.7382  -0.207
N2 1.4635 2.2325 1.0767  -0.082
C14 0.0379 2.0948 1.2758  -0.130
H5 -0.2061 1.1167 1.6857  0.116
C15 -0.7167 2.3618 -0.0288  -0.163
N3 -0.4325 3.7206 -0.4581  -0.190
C16 0.9962 3.8805 -0.6667  -0.157
C17 1.7508 3.5805 0.6351  -0.130
H6 2.8150 3.7258 0.4709  0.107
H7 1.4175 4.2744 1.4132  0.130
H8 1.1935 4.9116 -0.9673  0.126
H9 1.3706 3.2065 -1.4584  0.136
C18 -1.2307 4.1321 -1.6045  -0.177
H10 -0.7481 5.0024 -2.0546  0.123
C19 -2.6272 4.5500 -1.1334  -0.260
O2 -2.5439 5.5179 -0.1215  -0.065
H11 -1.8156 5.2474 0.4554  0.075
H12 -3.1842 4.9960 -1.9602  0.120
H13 -3.1890 3.6732 -0.7768  0.105
H14 -1.3088 3.3431 -2.3687  0.128
H15 -1.7896 2.2535 0.1341  0.110
H16 -0.4043 1.6302 -0.7963  0.128
H17 -0.2616 2.8499 2.0104  0.132
C20 3.6665 1.3446 0.6347  -0.020
C21 4.4708 0.2851 0.3416  0.005
C22 3.9626 -1.0075 0.1391  -0.109
N4 4.8792 -2.0138 -0.1885  -0.349
O3 6.0623 -1.7231 -0.2790  0.056
O4 4.4749 -3.1655 -0.3878  0.032
H18 5.5392 0.4149 0.2611  0.120
H19 4.1180 2.3052 0.8137  0.100
H20 0.7016 -0.2803 0.6224  0.071
H21 2.7154 -3.1734 -0.1393  0.109
H22 0.5878 -3.8879 0.4140  0.136
H23 0.1213 -2.2725 0.9478  0.117
H24 -0.0155 -1.5496 -1.4775  0.120
H25 0.5071 -3.1744 -1.9612  0.134
H26 -1.3733 -0.6049 -0.1033  0.074
H27 -3.3165 0.3571 0.9852  0.102
H28 -5.5296 0.2972 1.6989  0.075
H29 -6.0951 -1.3027 2.1901  0.082
H30 -6.6103 -0.6265 0.6504  0.082

## Properties
- Strongest force on any atom: 0.0250 hartree/bohr
- Orbital gap: 8.02 eV
- Structure (SMILES): Cc1ccc(OCCNc2cc(N3CCN(CCO)CC3)ccc2[N+](=O)[O-])cc1C

=====

No. 4
ORCA calculation (ωB97M-V/def2-TZVPD) on a structure of composition C37H86HgN7O12.

Each line ends with the Löwdin charge.
Cartesian coordinates (Å):
Hg1 11.0908 3.5378 -21.2541  1.256
C1 11.5235 4.5521 -17.8313  -0.054
C2 11.9490 5.6362 -18.8145  -0.606
C3 13.4604 5.7739 -18.8187  -0.079
O1 11.4581 5.4558 -20.1036  -0.381
H1 12.2310 4.5470 -17.0029  0.066
H2 11.4333 3.5729 -18.3147  0.054
H3 10.4918 4.7601 -17.5362  0.052
H4 11.5208 6.5819 -18.4418  0.104
H5 13.8834 6.1287 -17.8753  0.066
H6 13.7757 6.4889 -19.5891  0.054
H7 14.0066 4.8665 -19.1033  0.067
C4 8.4033 1.1366 -18.7780  0.004
C5 7.3375 0.1485 -18.6949  -0.344
C6 7.2208 -0.8780 -19.8746  -0.389
O2 6.1021 -1.3686 -20.0078  0.001
C7 8.3253 -0.9912 -20.7780  -0.014
C8 9.4246 -0.1293 -20.6976  -0.434
C9 9.4067 0.9986 -19.6809  -0.386
O3 10.3612 1.8907 -19.6395  -0.211
O4 10.3234 -0.1157 -21.5797  -0.088
O5 6.4897 0.1794 -17.8217  0.047
H8 8.3112 2.0372 -18.1828  0.104
H9 8.4035 -1.8099 -21.4797  0.094
C10 11.2464 9.6073 -19.0738  -0.060
C11 11.9943 10.8559 -19.5768  -0.417
C12 12.0642 12.0066 -18.5866  -0.231
O6 12.7482 11.5895 -17.4286  -0.167
C13 12.9544 12.6593 -16.5535  -0.130
N1 13.3549 10.4368 -19.9716  0.037
H10 11.7510 9.1497 -18.2274  0.078
H11 11.2313 8.8915 -19.8983  0.073
H12 10.2118 9.9232 -18.9132  0.076
H13 11.5041 11.2464 -20.4726  0.128
H14 11.0621 12.4451 -18.4802  0.127
H15 12.5964 12.8582 -19.0356  0.121
H16 13.4793 13.5055 -17.0233  0.085
H17 13.5392 12.4877 -15.6509  0.086
H18 11.9971 13.0859 -16.2257  0.088
H19 13.9945 10.4558 -19.1874  0.054
H20 13.3485 9.4889 -20.3233  0.054
C14 16.1969 8.2313 -17.7309  -0.062
C15 17.2182 7.8210 -16.6623  -0.414
C16 18.1631 8.9245 -16.2659  -0.216
O7 19.2314 8.4266 -15.4870  -0.192
C17 20.3945 9.2074 -15.5515  -0.122
N2 16.6304 7.2128 -15.4423  0.058
H21 15.2709 8.5950 -17.2778  0.076
H22 16.0249 7.4310 -18.4464  0.061
H23 16.5000 9.1048 -18.3208  0.067
H24 17.6799 6.9257 -17.1003  0.134
H25 17.6595 9.7329 -15.7200  0.139
H26 18.5207 9.3649 -17.2055  0.122
H27 20.9810 8.9518 -14.6688  0.086
H28 20.2150 10.2878 -15.5234  0.086
H29 20.9889 8.9977 -16.4476  0.088
H30 16.5168 6.2126 -15.5000  0.037
H31 17.3576 7.4340 -14.7727  0.044
C18 14.6703 3.2844 -16.3154  -0.075
C19 15.9151 2.3864 -16.0985  -0.388
C20 16.5368 2.8761 -14.8040  -0.220
O8 17.1816 4.1153 -15.0380  -0.209
C21 17.9263 4.5175 -13.8755  -0.091
N3 15.3407 1.0210 -15.9834  0.050
H32 14.0862 2.9701 -17.1776  0.072
H33 15.1027 4.2819 -16.4706  0.067
H34 14.0918 3.3943 -15.3967  0.082
H35 16.4652 2.4604 -17.0353  0.109
H36 17.2820 2.1512 -14.4483  0.123
H37 15.7428 2.9184 -14.0507  0.130
H38 18.7367 3.7888 -13.8156  0.090
H39 17.3211 4.7485 -12.9975  0.097
H40 18.4198 5.4739 -14.0659  0.070
H41 14.5914 0.9530 -16.6658  0.019
H42 14.8506 1.0167 -15.0919  0.069
C22 14.1596 5.7767 -22.9241  -0.044
C23 13.2406 4.7184 -23.5371  -0.366
C24 13.6105 3.2699 -23.1986  -0.184
O9 13.3042 2.9677 -21.8392  -0.315
C25 13.6106 1.6189 -21.4853  -0.082
N4 11.8725 5.0405 -23.0193  0.008
H43 13.8626 6.7178 -23.3801  0.085
H44 15.2197 5.5272 -23.0110  0.083
H45 14.0593 5.7776 -21.8349  0.067
H46 13.2240 4.8000 -24.6243  0.138
H47 14.6697 3.0433 -23.3543  0.132
H48 13.0428 2.5487 -23.7977  0.129
H49 13.4273 0.8736 -22.2579  0.104
H50 13.0750 1.3958 -20.5621  0.075
H51 14.6464 1.4725 -21.1519  0.076
H52 11.2856 5.3372 -23.7865  0.090
H53 11.9243 5.7634 -22.3018  0.051
C26 21.1495 2.5824 -19.9814  -0.065
C27 19.7536 3.0989 -20.3321  -0.471
C28 18.9632 3.6169 -19.1475  -0.209
O10 17.6390 4.0015 -19.4694  -0.195
C29 16.8048 2.9110 -19.8777  -0.088
N5 19.7923 3.9998 -21.4941  0.044
H54 21.4296 1.8122 -20.6988  0.075
H55 21.1477 2.0797 -19.0114  0.075
H56 21.9068 3.3692 -19.9750  0.074
H57 19.3337 2.1751 -20.7469  0.119
H58 19.4518 4.5434 -18.8262  0.133
H59 19.0606 2.9142 -18.3123  0.126
H60 15.9065 3.4034 -20.2458  0.079
H61 16.6580 2.1098 -19.1537  0.087
H62 17.2928 2.4984 -20.7672  0.077
H63 18.8787 4.4468 -21.3743  0.062
H64 20.4115 4.7851 -21.2925  0.068
C30 9.6392 0.3590 -14.9083  -0.054
C31 11.1466 0.4581 -15.2173  -0.415
C32 11.4660 -0.2399 -16.5303  -0.185
O11 12.8112 0.0610 -16.9054  -0.221
C33 13.0732 -0.5580 -18.1478  -0.107
N6 11.4189 1.9098 -15.2302  0.062
H65 9.3509 -0.6977 -14.8609  0.078
H66 9.1148 0.5995 -15.8394  0.072
H67 9.3642 0.9350 -14.0333  0.075
H68 11.7314 -0.0334 -14.4336  0.131
H69 10.8429 0.1499 -17.3407  0.118
H70 11.2521 -1.2885 -16.2894  0.136
H71 13.9517 -0.0935 -18.6055  0.075
H72 12.2998 -0.5076 -18.9222  0.088
H73 13.3000 -1.6227 -18.0246  0.093
H74 12.2509 1.9839 -15.8092  0.032
H75 10.6770 2.4307 -15.6754  0.033
C34 9.1066 4.4024 -14.2939  -0.061
C35 8.8239 5.6071 -15.1597  -0.425
C36 7.8218 5.3233 -16.2736  -0.214
O12 7.4314 6.4318 -17.0540  -0.185
C37 8.4465 7.1677 -17.6973  -0.106
N7 8.2029 6.6063 -14.2226  0.026
H76 9.8123 4.5404 -13.4792  0.083
H77 9.5206 3.6622 -14.9772  0.041
H78 8.1901 4.0159 -13.8446  0.086
H79 9.6931 6.1369 -15.5532  0.124
H80 6.9180 4.9090 -15.8195  0.130
H81 8.1784 4.5359 -16.9538  0.118
H82 9.1463 6.5490 -18.2682  0.079
H83 9.0161 7.7467 -16.9595  0.078
H84 7.9132 7.8678 -18.3378  0.088
H85 8.2002 7.5459 -14.6058  0.054
H86 7.2179 6.3556 -14.1855  0.064

## Properties
- Strongest force on any atom: 0.0650 hartree/bohr
- Orbital gap: 4.78 eV
- Charge: -1

=====

No. 5
ORCA calculation (ωB97M-V/def2-TZVPD) on the ion H3N2O4P with charge -2.

Each line ends with the Löwdin charge.
Cartesian coordinates (Å):
N1 1.0147 -0.5408 -0.2212  -0.086
N2 -0.5632 1.3183 0.0190  -0.186
O1 -1.3661 -0.9661 1.0389  -0.516
O2 -3.1597 0.6417 0.3591  -0.491
O3 -1.6942 -0.5782 -1.4624  -0.473
O4 0.6206 0.8482 -0.5667  -0.397
P1 -1.8725 -0.0144 -0.0615  0.031
H1 0.5912 -1.2912 -0.8408  0.036
H2 0.3085 -0.7950 0.5926  0.021
H3 -0.2549 1.6574 0.9919  0.062

## Properties
- Strongest force on any atom: 0.0477 hartree/bohr
- Orbital gap: 7.11 eV
- Structure (SMILES): NONP(=O)([O-])[O-]
- Charge: -2

=====

Q: Which relative energy (zero: lowest compared OMol25 entry of this formula, charge and spin) values were calculated for the entries above? A: 8.4; 80.5; 141.3; 0.0; 4.6, in kcal/mol.